# 1
Density functional theory data (the ωB97M-V functional and the def2-TZVPD basis) for a 2-piece molecular cluster, C27H22Cl2O5S2 overall.

Kohn-Sham gap ... 2.452 eV

The geometry in ORCA input format:
```
! RIJCOSX wB97M-V def2-TZVPD def2/J DEFGRID3
* xyz 0 1
Cl -6.069 1.342 -4.328
C -4.554 0.642 -3.993
C -4.471 -0.648 -3.430
C -3.239 -1.164 -3.047
C -2.039 -0.404 -3.228
C -0.809 -0.829 -2.664
C 0.464 -0.295 -3.069
C 1.513 -1.081 -3.634
C 2.669 -0.484 -4.126
C 2.864 0.895 -3.957
Cl 4.335 1.614 -4.442
C 1.849 1.691 -3.410
C 0.674 1.102 -2.959
C -2.148 0.788 -4.017
C -3.386 1.337 -4.339
H -5.377 -1.233 -3.302
H -3.160 -2.152 -2.570
H -0.829 -1.738 -2.064
H 1.359 -2.164 -3.718
H 3.433 -1.058 -4.653
H 1.975 2.769 -3.365
H -0.108 1.721 -2.520
H -1.253 1.307 -4.347
H -3.460 2.281 -4.870
C -1.388 2.604 1.790
O -0.744 1.624 2.758
C -0.214 0.484 2.360
S 1.452 0.057 2.897
C 2.603 0.826 1.745
C 2.925 0.131 0.582
C 3.734 0.738 -0.379
C 4.186 2.046 -0.177
C 3.923 2.706 1.033
C 3.128 2.096 2.006
O 1.734 0.669 4.182
O 1.566 -1.384 2.725
S -1.307 -0.895 1.932
C -1.267 -1.925 3.447
C -0.801 -3.235 3.373
C -0.643 -3.973 4.555
C -1.000 -3.411 5.785
C -1.491 -2.100 5.842
C -1.662 -1.366 4.665
O -2.655 -0.377 1.875
O -0.732 -1.592 0.800
H -1.218 3.565 2.266
H -0.892 2.539 0.820
H -2.445 2.357 1.760
H 2.518 -0.873 0.447
H 3.982 0.190 -1.294
H 4.726 2.565 -0.976
H 4.309 3.713 1.206
H 2.892 2.592 2.948
H -0.537 -3.653 2.395
H -0.212 -4.971 4.501
H -0.890 -3.988 6.705
H -1.740 -1.645 6.798
H -2.075 -0.353 4.680
*
```

# 2
Density functional theory data (the ωB97M-V functional and the def2-TZVPD basis) for a 2-piece molecular cluster, C27H22F4NO overall.

Kohn-Sham gap ... 2.678 eV
ΔE to the lowest compared entry with this formula, charge and spin ... 0.00 kJ/mol

The geometry in ORCA input format:
```
! RIJCOSX wB97M-V def2-TZVPD def2/J DEFGRID3
* xyz 1 1
C -1.427 -1.013 -1.764
C -0.666 -2.288 -1.556
N 0.601 -2.093 -1.035
C 1.523 -3.131 -0.891
C 2.599 -2.995 0.110
C 3.690 -3.813 0.033
C 4.844 -3.706 0.947
C 5.003 -2.277 1.529
C 3.708 -1.566 1.796
C 3.671 -0.478 2.676
C 2.459 0.145 2.988
C 1.255 -0.361 2.475
C 1.292 -1.479 1.647
C 2.516 -1.991 1.175
C 1.394 -4.185 -1.729
O -1.150 -3.386 -1.825
H -0.757 -0.150 -1.831
H -2.003 -1.109 -2.687
H -2.126 -0.884 -0.928
H 0.788 -1.190 -0.613
H 3.693 -4.624 -0.688
H 4.738 -4.410 1.787
H 5.749 -4.002 0.404
H 5.579 -2.344 2.461
H 5.626 -1.691 0.832
H 4.602 -0.118 3.118
H 2.444 1.002 3.662
H 0.298 0.107 2.705
H 0.363 -1.977 1.372
H 2.131 -4.983 -1.705
H 0.567 -4.252 -2.416
F -4.139 1.119 -4.028
C -3.007 1.648 -3.440
C -1.933 1.977 -4.260
C -0.760 2.361 -3.605
F 0.364 2.588 -4.368
C -0.652 2.460 -2.231
C -1.777 2.124 -1.407
C -1.642 2.133 0.014
C -2.584 2.742 0.910
C -2.115 3.428 2.087
C -3.016 4.115 2.884
F -2.538 4.849 3.949
C -4.394 4.111 2.665
C -4.839 3.404 1.549
F -6.196 3.351 1.324
C -3.990 2.751 0.679
C -2.977 1.726 -2.060
H -1.997 1.908 -5.340
H 0.265 2.793 -1.740
H -0.657 1.927 0.441
H -1.046 3.449 2.298
H -5.088 4.634 3.313
H -4.436 2.258 -0.180
H -3.845 1.384 -1.502
*
```

# 3
Density functional theory data (the ωB97M-V functional and the def2-TZVPD basis) for C27H22IrN2O2S2 as an isolated structure.

Kohn-Sham gap ... 7.577 eV
ΔE to the lowest compared entry with this formula, charge and spin ... 0.00 kJ/mol

The geometry in ORCA input format:
```
! RIJCOSX wB97M-V def2-TZVPD def2/J DEFGRID3
* xyz 1 1
Ir -0.203 0.432 1.039
O -2.209 0.503 1.096
N -2.759 1.720 1.304
C -4.110 1.779 1.231
C -4.760 2.954 1.452
C -4.008 4.097 1.754
C -2.644 4.013 1.823
C -1.993 2.786 1.595
S -0.289 2.589 1.701
H -4.585 0.839 0.994
H -5.838 2.982 1.388
H -4.501 5.043 1.928
H -2.032 4.873 2.050
C -0.237 1.594 -3.066
C 1.108 1.495 -3.415
C 2.038 1.112 -2.469
C 1.620 0.825 -1.169
C 0.265 0.905 -0.819
C -0.661 1.300 -1.779
C 2.487 0.427 -0.069
C 3.888 0.272 -0.149
C 4.582 -0.103 0.958
C 3.907 -0.340 2.177
C 4.583 -0.730 3.355
C 3.892 -0.946 4.512
C 2.493 -0.781 4.539
C 1.809 -0.404 3.417
C 2.507 -0.173 2.208
N 1.833 0.212 1.071
H -0.963 1.903 -3.807
H 1.426 1.725 -4.423
H 3.083 1.047 -2.744
H -1.710 1.369 -1.524
H 4.391 0.459 -1.086
H 5.658 -0.223 0.921
H 5.658 -0.851 3.320
H 4.414 -1.242 5.411
H 1.954 -0.952 5.461
H 0.735 -0.274 3.451
C -0.078 -4.083 -0.128
S 0.290 -2.378 -0.498
O -0.311 -1.684 0.740
C -0.851 -2.136 -1.838
C -0.357 -2.185 -3.134
C -1.235 -2.000 -4.190
C -2.576 -1.747 -3.937
C -3.048 -1.676 -2.633
C -2.185 -1.870 -1.567
H -1.138 -4.167 0.102
H 0.532 -4.377 0.723
H 0.182 -4.678 -1.004
H 0.698 -2.353 -3.315
H -0.871 -2.040 -5.208
H -3.259 -1.596 -4.763
H -4.094 -1.470 -2.446
H -2.527 -1.794 -0.543
*
```

# 4
Density functional theory data (the ωB97M-V functional and the def2-TZVPD basis) for C27H23Br2CaN6O2S as an isolated structure.

Kohn-Sham gap ... 4.522 eV
ΔE to the lowest compared entry with this formula, charge and spin ... 0.00 kJ/mol

The geometry in ORCA input format:
```
! RIJCOSX wB97M-V def2-TZVPD def2/J DEFGRID3
* xyz -1 1
Ca -0.271 0.340 -0.688
C -3.663 3.108 -0.789
C -2.176 2.863 -0.878
O -1.741 1.745 -1.360
C -1.333 3.969 -0.585
C 0.070 4.024 -0.487
C 0.710 5.371 -0.317
N 0.816 2.870 -0.437
N 2.080 2.889 -0.716
C 2.614 1.701 -1.150
O 2.005 0.623 -1.410
C 4.086 1.755 -1.313
C 4.547 0.541 -1.912
C 5.882 0.207 -1.865
C 6.758 1.133 -1.276
C 6.296 2.339 -0.720
C 4.940 2.743 -0.829
H -3.968 3.673 -1.701
H -4.022 3.594 0.122
H -4.136 2.095 -0.775
H -1.911 4.896 -0.482
H 0.563 6.013 -1.213
H 1.766 5.212 -0.085
H 0.246 5.863 0.559
H 3.800 -0.074 -2.439
H 6.367 -0.616 -2.379
H 7.837 0.975 -1.173
H 6.946 3.047 -0.213
H 4.633 3.743 -0.508
Br 0.541 -0.428 6.405
C 0.576 -0.083 4.491
C -0.068 1.024 3.951
C -0.076 1.211 2.582
N 0.355 0.281 1.721
C 0.879 -0.900 2.241
C 1.121 -1.019 3.626
C 1.107 -2.025 1.351
C 1.511 -3.204 1.930
C 1.801 -4.274 1.095
Br 2.650 -5.860 1.693
C 1.478 -4.102 -0.262
C 1.079 -2.853 -0.748
N 0.855 -1.839 0.048
H -0.541 1.744 4.620
H -0.471 2.114 2.136
H 1.716 -1.875 4.003
H 1.739 -3.273 2.990
H 1.729 -4.951 -0.936
H 0.909 -2.767 -1.781
C -5.478 -5.007 -2.252
C -5.290 -3.794 -1.330
C -6.367 -3.126 -0.724
C -6.018 -1.922 -0.117
N -4.765 -1.521 0.043
C -3.753 -2.285 -0.396
S -2.078 -1.897 -0.028
N -4.029 -3.378 -1.156
H -4.686 -5.811 -2.129
H -5.502 -4.645 -3.280
H -6.494 -5.439 -2.125
H -7.394 -3.468 -0.889
H -6.778 -1.269 0.247
*
```

# 5
Density functional theory data (the ωB97M-V functional and the def2-TZVPD basis) for a 3-piece molecular cluster, C27H23BrN2O14P overall.

Kohn-Sham gap ... 7.176 eV

The geometry in ORCA input format:
```
! RIJCOSX wB97M-V def2-TZVPD def2/J DEFGRID3
* xyz -1 1
C 5.490 3.106 5.204
C 4.405 3.345 4.212
O 3.374 3.897 4.451
O 4.755 2.964 2.940
C 4.269 1.798 2.310
O 4.975 1.314 1.495
C 2.881 1.321 2.655
C 2.800 -0.213 2.753
C 2.594 -0.917 1.391
O 1.372 -1.079 1.182
O 3.578 -1.210 0.718
O 4.016 -0.593 3.480
C 3.778 -0.330 4.767
O 4.602 -0.078 5.590
O 2.443 -0.365 5.024
C 1.771 -0.721 3.763
C 0.316 -0.206 3.793
O 0.016 0.936 3.007
C -0.862 1.817 3.615
C -0.414 2.981 4.211
C -1.331 3.863 4.772
C -2.691 3.585 4.738
C -3.131 2.408 4.146
C -2.223 1.525 3.581
P 1.469 -2.604 3.757
O 0.794 -2.571 5.246
Br 3.471 -3.473 4.295
H 5.989 2.159 5.038
H 6.213 3.914 5.084
H 5.073 3.182 6.201
H 2.229 1.665 1.854
H 2.488 1.755 3.562
H -0.313 -1.023 3.435
H 0.027 -0.026 4.828
H 0.634 3.210 4.238
H -0.963 4.775 5.219
H -3.400 4.280 5.164
H -4.189 2.187 4.105
H -2.552 0.610 3.110
H 1.230 -1.928 5.824
C 2.343 -0.586 -2.982
C 1.555 -1.041 -1.934
C 0.175 -1.052 -2.064
C -0.383 -0.613 -3.252
C 0.386 -0.154 -4.309
C 1.762 -0.142 -4.165
N -1.843 -0.637 -3.408
O -2.518 -1.022 -2.479
O -2.310 -0.271 -4.478
H 3.419 -0.578 -2.869
H 2.008 -1.374 -1.007
H -0.442 -1.395 -1.248
H -0.082 0.188 -5.219
H 2.381 0.216 -4.977
C -3.534 -1.567 -7.902
C -4.155 -1.905 -9.098
C -5.301 -2.684 -9.090
C -5.802 -3.108 -7.874
C -5.198 -2.787 -6.672
C -4.051 -2.009 -6.692
N -7.030 -3.923 -7.861
O -7.529 -4.208 -8.932
O -7.473 -4.263 -6.784
H -2.642 -0.955 -7.910
H -3.749 -1.561 -10.039
H -5.795 -2.956 -10.010
H -5.614 -3.135 -5.739
H -3.561 -1.740 -5.767
*
```

# 6
Density functional theory data (the ωB97M-V functional and the def2-TZVPD basis) for C27H23Cl2N4NiO2S as an isolated structure.

⟨S²⟩ ... 2.01
Kohn-Sham gap (alpha / beta) ... 6.997 / 7.288 eV
ΔE to the lowest compared entry with this formula, charge and spin ... 0.00 kJ/mol

The geometry in ORCA input format:
```
! RIJCOSX wB97M-V def2-TZVPD def2/J DEFGRID3
* xyz -1 3
Ni -0.746 1.135 0.472
Cl 1.272 1.443 5.052
C 2.069 1.153 3.534
C 3.442 0.891 3.537
C 4.114 0.609 2.380
Cl 5.827 0.260 2.438
C 3.429 0.583 1.144
C 4.008 0.278 -0.105
C 3.224 0.242 -1.224
C 1.854 0.526 -1.109
N 1.298 0.841 0.033
C 2.046 0.861 1.158
C 1.301 1.142 2.368
O 0.041 1.324 2.311
H 3.974 0.900 4.479
H 5.066 0.061 -0.159
H 3.640 -0.006 -2.191
H 1.193 0.459 -1.967
C -2.371 5.107 -0.202
N -1.995 4.233 -1.292
C -2.872 3.452 -2.023
C -2.147 2.567 -2.726
N -0.824 2.809 -2.399
C -0.720 3.816 -1.491
S 0.685 4.388 -0.777
H -3.409 5.404 -0.343
H -1.728 5.984 -0.200
H -2.267 4.559 0.734
H -3.937 3.571 -1.941
H -2.447 1.771 -3.381
H -0.015 2.310 -2.719
N -1.206 -0.481 -0.528
C -0.768 -1.648 -0.380
C 0.123 -2.036 0.776
C 1.387 -2.578 0.549
C 2.270 -2.780 1.600
C 1.888 -2.465 2.898
C 0.621 -1.949 3.136
C -0.253 -1.733 2.080
C -1.075 -2.737 -1.384
C -0.940 -4.091 -1.084
C -1.261 -5.064 -2.023
C -1.714 -4.698 -3.280
C -1.855 -3.349 -3.589
C -1.543 -2.383 -2.648
H 1.688 -2.817 -0.466
H 3.264 -3.166 1.406
H 2.582 -2.603 3.718
H 0.327 -1.676 4.142
H -1.223 -1.282 2.252
H -0.584 -4.384 -0.104
H -1.155 -6.112 -1.769
H -1.960 -5.455 -4.015
H -2.213 -3.053 -4.569
H -1.667 -1.326 -2.853
C -3.568 1.419 0.547
O -2.359 2.095 0.556
H -4.401 2.101 0.291
H -3.820 0.984 1.530
H -3.588 0.593 -0.181
*
```

# 7
Density functional theory data (the ωB97M-V functional and the def2-TZVPD basis) for C27H23Cl3N9ORuSe2 as an isolated structure.

⟨S²⟩ ... 0.99
Kohn-Sham gap (alpha / beta) ... 5.163 / 5.199 eV
ΔE to the lowest compared entry with this formula, charge and spin ... 234.56 kJ/mol

The geometry in ORCA input format:
```
! RIJCOSX wB97M-V def2-TZVPD def2/J DEFGRID3
* xyz -2 2
Ru 0.842 -0.148 0.836
C -2.121 -5.392 -1.232
Se -1.741 -3.493 -1.026
C -0.443 -3.708 0.415
C 0.935 -4.169 -0.017
Se 1.754 -2.911 -1.267
C 3.569 -3.564 -0.978
H -2.500 -5.805 -0.298
H -1.232 -5.939 -1.544
H -2.884 -5.497 -2.003
H -0.873 -4.429 1.115
H -0.395 -2.746 0.915
H 0.906 -5.158 -0.479
H 1.580 -4.215 0.863
H 3.889 -3.332 0.037
H 4.219 -3.048 -1.681
H 3.629 -4.640 -1.146
N 4.100 -0.892 1.471
C 3.154 -1.604 2.177
N 3.438 -2.507 3.099
N 2.229 -2.948 3.507
N 1.283 -2.349 2.877
N 1.840 -1.477 1.999
C 3.803 -0.227 0.295
N 4.696 0.065 -0.629
N 3.983 0.727 -1.573
N 2.748 0.818 -1.240
N 2.593 0.226 -0.030
H 5.056 -1.177 1.589
Cl -1.181 1.644 7.617
C -0.534 1.556 5.993
C -1.088 0.673 5.083
C -0.566 0.624 3.806
Cl -1.265 -0.451 2.637
C 0.529 1.409 3.373
O 1.017 1.371 2.180
C 1.033 2.293 4.354
Cl 2.358 3.326 3.912
C 0.524 2.372 5.635
H -1.915 0.034 5.356
H 0.956 3.063 6.345
C -0.506 -0.348 -0.500
C -0.891 0.625 -1.192
C -1.441 1.652 -1.926
C -2.736 1.409 -2.553
C -3.165 0.092 -2.816
C -4.402 -0.173 -3.372
C -5.277 0.860 -3.698
C -4.880 2.166 -3.435
C -3.644 2.437 -2.872
C -0.727 2.927 -2.022
C -0.872 3.794 -3.118
C -0.169 4.986 -3.198
C 0.714 5.359 -2.193
C 0.886 4.504 -1.110
C 0.182 3.317 -1.024
H -2.499 -0.725 -2.567
H -4.687 -1.203 -3.559
H -6.244 0.652 -4.139
H -5.552 2.989 -3.655
H -3.381 3.461 -2.647
H -1.520 3.508 -3.937
H -0.300 5.622 -4.068
H 1.267 6.288 -2.260
H 1.579 4.757 -0.316
H 0.340 2.673 -0.167
*
```

# 8
Density functional theory data (the ωB97M-V functional and the def2-TZVPD basis) for C27H23Cl5N8OS3Ta as an isolated structure.

Kohn-Sham gap ... 6.144 eV
ΔE to the lowest compared entry with this formula, charge and spin ... 141.42 kJ/mol

The geometry in ORCA input format:
```
! RIJCOSX wB97M-V def2-TZVPD def2/J DEFGRID3
* xyz 3 1
Ta 0.359 0.416 0.666
N 0.413 4.159 -1.998
C 0.435 2.916 -1.534
S 1.154 2.556 -0.002
N -0.297 1.936 -2.077
N -0.362 0.729 -1.413
C -0.923 -0.322 -2.080
C -1.443 -0.245 -3.440
C -2.704 -0.822 -3.679
C -3.352 -0.709 -4.883
C -2.638 -0.061 -5.950
C -1.406 0.517 -5.692
C -0.839 0.483 -4.418
C -0.999 -1.526 -1.274
C -1.504 -2.707 -1.690
C -1.779 -3.754 -0.867
C -1.684 -3.471 0.494
C -0.927 -2.349 0.904
N -0.638 -1.397 0.032
H 1.088 4.875 -1.765
H -0.416 4.337 -2.560
H -3.115 -1.434 -2.892
H -4.374 -1.129 -5.153
H -3.050 0.117 -6.947
H -0.817 1.063 -6.379
H 0.070 0.994 -4.216
H -1.835 -2.705 -2.701
H -2.246 -4.619 -1.316
H -2.031 -4.193 1.201
H -0.919 -2.095 1.925
Cl -3.590 -0.164 -0.343
C -3.030 0.988 0.892
C -1.687 1.105 1.309
C -1.432 1.885 2.415
Cl 0.297 1.961 2.800
C -2.435 2.637 3.097
Cl -1.924 3.679 4.354
C -3.715 2.555 2.641
Cl -4.856 3.488 3.377
C -4.037 1.633 1.641
Cl -5.700 1.285 1.377
N -0.406 -0.729 4.205
C 0.597 -1.331 3.512
N 0.966 -1.057 2.285
C 2.010 -1.977 1.939
C 2.454 -2.725 2.939
S 1.531 -2.474 4.351
C 2.635 -1.815 0.609
C 3.830 -2.270 0.196
S 4.208 -1.754 -1.403
C 2.799 -0.693 -1.319
N 2.036 -0.911 -0.264
N 2.493 0.109 -2.308
H -1.237 -0.380 3.752
H -0.678 -1.155 5.077
H 3.254 -3.413 2.767
H 4.531 -2.915 0.689
H 3.268 0.399 -2.909
H 1.634 0.587 -2.351
C 4.184 1.845 3.097
C 3.425 0.619 2.800
O 2.612 0.879 1.552
H 4.982 1.586 3.764
H 3.475 2.599 3.517
H 4.553 2.403 2.195
H 2.765 0.422 3.575
H 4.051 -0.231 2.571
H 2.915 1.768 1.309
*
```

Repeat the first record exactly.
Density functional theory data (the ωB97M-V functional and the def2-TZVPD basis) for a 2-piece molecular cluster, C27H22Cl2O5S2 overall.

Kohn-Sham gap ... 2.452 eV

The geometry in ORCA input format:
```
! RIJCOSX wB97M-V def2-TZVPD def2/J DEFGRID3
* xyz 0 1
Cl -6.069 1.342 -4.328
C -4.554 0.642 -3.993
C -4.471 -0.648 -3.430
C -3.239 -1.164 -3.047
C -2.039 -0.404 -3.228
C -0.809 -0.829 -2.664
C 0.464 -0.295 -3.069
C 1.513 -1.081 -3.634
C 2.669 -0.484 -4.126
C 2.864 0.895 -3.957
Cl 4.335 1.614 -4.442
C 1.849 1.691 -3.410
C 0.674 1.102 -2.959
C -2.148 0.788 -4.017
C -3.386 1.337 -4.339
H -5.377 -1.233 -3.302
H -3.160 -2.152 -2.570
H -0.829 -1.738 -2.064
H 1.359 -2.164 -3.718
H 3.433 -1.058 -4.653
H 1.975 2.769 -3.365
H -0.108 1.721 -2.520
H -1.253 1.307 -4.347
H -3.460 2.281 -4.870
C -1.388 2.604 1.790
O -0.744 1.624 2.758
C -0.214 0.484 2.360
S 1.452 0.057 2.897
C 2.603 0.826 1.745
C 2.925 0.131 0.582
C 3.734 0.738 -0.379
C 4.186 2.046 -0.177
C 3.923 2.706 1.033
C 3.128 2.096 2.006
O 1.734 0.669 4.182
O 1.566 -1.384 2.725
S -1.307 -0.895 1.932
C -1.267 -1.925 3.447
C -0.801 -3.235 3.373
C -0.643 -3.973 4.555
C -1.000 -3.411 5.785
C -1.491 -2.100 5.842
C -1.662 -1.366 4.665
O -2.655 -0.377 1.875
O -0.732 -1.592 0.800
H -1.218 3.565 2.266
H -0.892 2.539 0.820
H -2.445 2.357 1.760
H 2.518 -0.873 0.447
H 3.982 0.190 -1.294
H 4.726 2.565 -0.976
H 4.309 3.713 1.206
H 2.892 2.592 2.948
H -0.537 -3.653 2.395
H -0.212 -4.971 4.501
H -0.890 -3.988 6.705
H -1.740 -1.645 6.798
H -2.075 -0.353 4.680
*
```